The following is a DFT calculation (ωB97M-V with the def2-TZVPD basis set) of a 3-piece molecular cluster, C2H7OS2 overall.

For the orbital gap, the calculation gives 6.34 eV. As for the total charge: -1.

```
12
Properties=species:S:1:pos:R:3:forces:R:3:mulliken_charge:R:1
C -1.724270 1.031315 -0.476068 -0.6712 5.0178 -0.0042 0.05
O -2.259950 1.924661 -1.182484 0.8046 -2.9080 1.3842 -0.50
H -1.820040 1.186071 0.651162 -0.1553 -1.0069 -1.0358 0.22
H -2.101216 -1.867150 -6.691448 0.6114 0.3698 0.4823 0.00
H -0.879350 0.475372 -0.838060 0.1381 -1.0702 -0.3146 0.15
C 1.814370 -0.520327 2.963596 0.9916 0.5878 2.0421 -0.72
S 1.182435 -0.745286 1.307298 -0.0017 0.5566 -0.7749 -0.19
S 1.479254 1.217523 0.456158 -0.2200 -1.1243 0.4387 -0.67
H 1.779842 0.580127 3.062902 0.2515 -0.4419 0.1943 0.22
H 2.906838 -0.845061 3.172196 -1.6444 0.3514 -0.6119 0.22
H 1.182909 -0.899878 3.833378 0.5069 0.0369 -1.3197 0.24
H -1.560818 -1.537371 -6.258632 -0.6115 -0.3691 -0.4804 0.00
```
Forces are in eV/Å.

The following is a DFT calculation (ωB97M-V with the def2-TZVPD basis set) of C3H9NO3 as an isolated structure.

For the orbital gap (alpha / beta), the calculation gives 7.51 / 7.53 eV. As for the total charge: 0.

```
16
Properties=species:S:1:pos:R:3:forces:R:3:mulliken_charge:R:1
C -0.562054 0.868165 0.765576 2.4201 -0.7147 -1.0785 -0.52
C -1.492459 0.482866 -0.324889 -0.3961 -0.4171 -0.6964 -0.88
C 1.292061 0.505292 0.250981 -2.2226 1.7118 2.8301 0.37
O 1.794662 1.587491 -0.392462 0.2497 -0.2798 -0.5377 -0.50
O 1.926603 0.000981 1.150947 0.3119 -0.4827 -0.7940 -0.58
H 1.154849 1.935603 -1.026333 -0.0347 -0.1335 0.0162 0.35
H -0.682103 0.322923 1.693041 0.2023 -0.0007 -0.0186 0.27
H -0.396274 1.929114 0.924826 -0.0903 0.0011 0.0169 0.44
H -2.060694 -0.410168 -0.055808 -0.1067 0.2148 0.0645 0.29
H -0.950466 0.163162 -1.236220 -0.2059 0.2980 0.2612 0.27
H -2.170718 1.289554 -0.607992 -0.0432 -0.0707 0.0444 0.32
N 0.531530 -1.912976 -0.775500 2.3195 1.7406 1.3071 -0.42
O 0.086115 -2.068745 0.536095 -0.2042 -0.0325 0.3110 -0.35
H 0.828484 -1.729387 1.073243 -0.1164 -0.2759 -0.1017 0.36
H -0.199530 -2.384295 -1.317029 -0.2695 1.3865 -0.2284 0.25
H 0.899994 -0.579577 -0.658478 -1.8139 -2.9453 -1.3961 0.33
```
Forces are in eV/Å.

The following is a DFT calculation (ωB97M-V with the def2-TZVPD basis set) of one molecule with the formula C3H3IN2O.

For the orbital gap, the calculation gives 9.90 eV. As for the total charge: 0.

```
10
Properties=species:S:1:pos:R:3:forces:R:3:mulliken_charge:R:1
I 3.096203 0.157158 0.462312 -0.2068 -0.0751 -0.4293 0.07
C 1.245376 0.858443 -0.437829 1.5017 -1.3133 -1.6496 -0.88
C 0.114449 0.050258 0.040358 -3.6481 -1.4886 0.4257 0.59
N -1.247028 0.256591 -0.385088 1.5229 0.7361 -0.8580 -0.49
C -1.886873 -0.699614 0.157096 -1.8111 0.3264 0.6746 0.14
O -1.153046 -1.436378 0.990588 0.0381 -0.3954 -0.9372 -0.15
N 0.128369 -1.011874 0.815370 2.0000 1.0732 0.4629 -0.26
H 1.367136 1.863955 -0.169793 -0.9401 1.3766 0.7610 0.34
H 1.330460 0.880649 -1.573218 -0.1035 -0.5379 1.4760 0.30
H -2.995050 -0.919192 0.100201 1.6469 0.2980 0.0739 0.35
```
Forces are in eV/Å.

The following is a DFT calculation (ωB97M-V with the def2-TZVPD basis set) of C32H42FN4O7PPt as an isolated structure.

For the orbital gap, the calculation gives 7.92 eV. As for the total charge: +2.

```
88
Properties=species:S:1:pos:R:3:forces:R:3:mulliken_charge:R:1
Pt -0.251203 -0.871521 1.050672 0.0688 0.0846 -0.1043 2.86
C 2.128052 3.461364 7.050717 -0.0058 -0.0032 0.0036 -1.04
C 1.366783 3.909944 5.815553 0.0044 0.0034 -0.0158 -1.05
N 1.384437 2.888331 4.745005 0.0144 -0.0035 -0.0315 0.50
C 0.313832 2.122372 4.571980 0.0337 -0.0417 0.0017 -0.37
C 0.197891 1.135245 3.611382 -0.0230 0.0119 -0.0012 -0.59
C -1.151066 0.462569 3.556092 -0.0864 0.0400 -0.0540 0.30
O -1.975412 0.736419 4.395541 0.0738 -0.0095 -0.0271 -0.68
O -1.409752 -0.376240 2.580463 -0.0009 0.0109 0.0486 -0.97
C 1.293642 0.888237 2.780196 -0.0085 -0.0239 0.0440 1.59
O 1.331721 0.039108 1.816210 -0.0079 -0.0258 -0.0359 -0.91
C 2.491949 1.666155 2.997601 0.0089 0.0394 -0.0183 0.80
C 3.624217 1.462397 2.195330 0.0189 -0.0240 0.0323 -0.52
C 4.708861 2.273983 2.331660 0.0053 0.0062 0.0157 0.60
F 5.760374 2.077526 1.521548 0.0033 0.0163 -0.0136 -0.34
C 4.748867 3.333738 3.264035 -0.0173 -0.0167 0.0249 -1.35
C 3.643986 3.505544 4.075437 0.0093 -0.0084 -0.0095 -0.73
C 2.509996 2.691742 3.951552 -0.0148 0.0081 0.0248 -0.33
N 5.838669 4.220229 3.400185 -0.0321 0.0182 -0.0023 0.24
C 7.181898 3.831974 2.974271 -0.0047 -0.0046 -0.0036 -0.68
C 8.173241 4.895323 3.475325 -0.0001 -0.0029 -0.0012 -0.76
N 7.567315 5.610523 4.646439 -0.0046 -0.0020 0.0005 -0.14
C 6.377307 6.437466 4.219820 0.0013 0.0052 0.0100 -1.00
C 5.600252 5.643744 3.165800 0.0287 -0.0166 -0.0282 -0.10
H 2.085243 4.244328 7.806821 -0.0011 -0.0012 0.0007 0.41
H 3.174906 3.248212 6.834999 -0.0033 -0.0015 -0.0017 0.29
H 1.678931 2.562245 7.471546 0.0026 -0.0034 0.0055 0.37
H 1.749423 4.839955 5.396218 -0.0013 0.0004 -0.0012 0.47
H 0.319929 4.080806 6.055753 0.0016 0.0137 -0.0083 0.51
H -0.535360 2.295861 5.221593 -0.0047 0.0122 -0.0038 0.64
H 3.626640 0.683105 1.445671 -0.0045 0.0033 -0.0013 0.63
H 3.671549 4.295135 4.810918 -0.0045 0.0081 -0.0036 0.86
H 7.292181 3.763567 1.889933 -0.0004 0.0002 -0.0029 0.41
H 7.422032 2.858064 3.398479 -0.0041 -0.0043 0.0027 0.51
H 8.376180 5.657890 2.726064 0.0011 -0.0010 -0.0007 0.37
H 9.117137 4.454663 3.786341 0.0000 -0.0019 -0.0020 0.40
H 8.259926 6.197211 5.112207 -0.0009 0.0018 -0.0007 0.34
H 7.249986 4.913212 5.321560 0.0005 -0.0007 -0.0008 0.38
H 6.755010 7.381646 3.832845 -0.0025 0.0010 -0.0018 0.38
H 5.789451 6.629123 5.115184 -0.0012 0.0004 -0.0011 0.44
H 5.925451 5.924703 2.157201 -0.0048 0.0020 0.0035 0.39
H 4.541892 5.881921 3.229284 -0.0454 -0.0036 0.0093 0.08
C -0.952393 0.671041 -0.159348 -0.0655 0.0299 0.0402 -1.53
C -0.352931 1.948575 0.258907 0.0501 -0.0014 0.0164 0.04
C 0.916878 2.308967 -0.202260 -0.0014 0.0374 -0.0074 -0.38
C 1.533178 3.446478 0.277160 -0.0433 -0.0071 -0.0246 -0.75
C 0.871070 4.239057 1.219067 0.0013 -0.0311 0.0246 0.73
C -0.424101 3.933363 1.625229 0.0056 0.0338 0.0287 -0.87
C -1.028196 2.782843 1.148738 -0.0489 -0.0190 -0.0298 -0.34
C 1.588168 5.314527 1.849817 0.0579 0.0090 -0.0901 0.03
N 2.229118 6.100043 2.391516 0.0167 -0.0067 0.0812 -0.59
H -0.645527 0.315045 -1.137789 0.0036 0.0104 -0.0313 0.77
H -2.024702 0.604205 -0.000015 -0.0011 -0.0170 -0.0057 0.58
H 1.427406 1.671252 -0.913661 0.0010 -0.0069 0.0019 0.53
H 2.525715 3.719213 -0.055642 -0.0019 -0.0044 0.0068 0.51
H -0.940833 4.576774 2.324869 0.0039 0.0011 0.0075 0.56
H -2.025265 2.520245 1.482633 0.0079 -0.0051 0.0076 0.46
C -3.211404 -3.640496 -0.736467 -0.0200 -0.0201 -0.0122 -1.45
C -2.826530 -2.709075 0.392609 0.0331 -0.0011 -0.0304 1.81
C -2.574859 -3.431782 1.696492 -0.0464 -0.0083 0.0423 -1.29
C -3.798990 -1.558598 0.537370 -0.0098 -0.0425 -0.0119 -1.76
O -1.515385 -2.047186 -0.041386 0.1014 0.0319 0.0537 -0.65
P -0.233393 -2.756814 -0.899311 0.0745 -0.1545 0.1041 0.38
O -0.518760 -3.083642 -2.283899 -0.0107 0.1255 -0.0349 -0.78
O 0.728385 -1.568256 -0.553158 -0.0938 -0.0380 0.0696 -0.66
O 0.099595 -3.927130 0.090924 -0.0173 -0.0473 -0.1014 0.12
C 0.820601 -5.186640 -0.276933 0.0267 -0.0071 0.0052 1.54
C 1.188947 -5.784427 1.065730 0.0007 0.0034 0.0048 -1.63
C -0.136516 -6.076246 -1.046327 -0.0092 0.0186 0.0067 -1.63
C 2.051463 -4.824819 -1.087674 0.0087 -0.0078 -0.0010 -1.62
H -4.189752 -4.061709 -0.505013 -0.0071 -0.0053 0.0062 0.52
H -2.504921 -4.462867 -0.840645 -0.0205 0.0052 -0.0003 0.17
H -3.275644 -3.110079 -1.685267 -0.0021 -0.0029 0.0043 0.36
H -3.511633 -3.891143 2.013844 0.0048 -0.0108 0.0132 0.55
H -2.267839 -2.739591 2.481639 0.0015 0.0045 -0.0133 0.20
H -1.829441 -4.215525 1.577010 -0.0185 0.0181 0.0045 0.07
H -4.771203 -1.962924 0.820452 0.0048 0.0075 -0.0014 0.57
H -3.918753 -1.031539 -0.409736 0.0041 0.0043 0.0011 0.37
H -3.486890 -0.871121 1.322388 0.0216 0.0202 0.0224 0.24
H 0.295796 -5.976131 1.660740 0.0009 -0.0011 0.0013 0.37
H 1.847959 -5.114983 1.619182 -0.0036 -0.0023 -0.0012 0.37
H 1.707137 -6.730811 0.912844 -0.0006 0.0003 -0.0011 0.42
H -1.021471 -6.294081 -0.446699 -0.0009 -0.0097 0.0010 0.33
H 0.356135 -7.022525 -1.271030 0.0071 0.0054 -0.0036 0.51
H -0.436819 -5.611459 -1.984270 -0.0025 0.0007 -0.0023 0.36
H 2.684117 -4.127600 -0.536494 -0.0017 0.0017 -0.0025 0.35
H 1.778840 -4.387660 -2.048863 0.0004 0.0011 0.0003 0.40
H 2.629569 -5.728009 -1.283242 -0.0025 0.0005 -0.0003 0.49
```
Forces are in eV/Å.

The following is a DFT calculation (ωB97M-V with the def2-TZVPD basis set) of a 2-piece molecular cluster, C14H16O overall.

For the orbital gap, the calculation gives 9.08 eV. As for the total charge: 0.

```
31
Properties=species:S:1:pos:R:3:forces:R:3:mulliken_charge:R:1
C -4.430025 -0.851372 -1.656487 -0.3581 0.6969 0.3185 -1.36
C -2.963013 -1.150853 -1.592636 0.1799 -0.9552 0.2115 0.67
C -2.010719 -0.178580 -1.337572 -0.0391 0.4150 -0.5183 -0.53
C -0.647142 -0.452464 -1.373736 0.1488 -0.2478 0.0978 -0.31
C -0.223358 -1.771236 -1.391935 -0.6708 -0.3452 -0.7881 0.50
O 1.086000 -2.146913 -1.307453 -0.0971 0.1510 -0.1088 -0.55
C -1.161749 -2.766640 -1.697473 0.8230 0.0180 0.7676 -0.58
C -2.500084 -2.457627 -1.807804 0.0473 0.4534 -0.7844 -0.44
H -4.751071 -0.371751 -0.724460 0.0368 0.0282 -0.0960 0.32
H -5.077167 -1.719366 -1.764954 0.2792 -0.2087 -0.1468 0.35
H -4.669949 -0.149061 -2.460041 0.0323 -0.0697 -0.0020 0.30
H -2.334621 0.850384 -1.234798 0.0266 0.0707 -0.0399 0.36
H 0.095456 0.320355 -1.526017 -0.0288 0.3075 0.6484 0.35
H 1.614168 -1.347012 -1.217021 0.0852 0.0132 0.1365 0.27
H -0.751653 -3.765679 -1.802071 -0.3163 -0.0438 -0.2153 0.36
H -3.158379 -3.166123 -2.295057 -0.2117 -0.2749 0.5615 0.29
C 1.280051 2.968196 3.000340 -0.6421 0.4578 -0.4704 -1.40
C 1.856451 1.919649 2.088140 -0.1847 0.2940 0.4759 0.86
C 1.691572 0.576721 2.399975 0.2439 -0.5158 -0.1511 -0.49
C 2.297340 -0.421186 1.639120 -0.6904 0.2234 0.2680 -0.56
C 2.965801 -0.063188 0.484562 -0.1824 -0.2019 -0.2834 -0.84
C 3.082806 1.270826 0.137360 0.2644 0.1440 -0.1951 -0.33
C 2.574125 2.272955 0.953407 0.1100 -0.5125 -0.2744 -0.51
H 0.442300 2.577000 3.582622 0.2970 -0.0718 0.1693 0.35
H 0.855692 3.806796 2.433475 0.1555 -0.1437 -0.0745 0.34
H 2.030921 3.412451 3.647791 0.0942 -0.1717 0.2406 0.29
H 1.054081 0.258183 3.218316 0.1654 0.2680 0.1519 0.30
H 2.136144 -1.448635 1.946960 0.1620 -0.0115 -0.2779 0.36
H 3.306465 -0.806502 -0.223043 0.3794 -0.1800 0.2102 0.87
H 3.596301 1.495424 -0.791886 -0.0511 0.2364 0.0982 0.38
H 2.713259 3.305248 0.672375 -0.0581 0.1770 0.0703 0.38
```
Forces are in eV/Å.

Looking at F_max for the records above, in order, we have 5.06; 3.98; 3.96; 0.20; 1.13 eV Å⁻¹.